Entry 1:
Computed, not measured: a structure of composition C27H23CrF6N6O31Rb at a distorted geometry, with the ωB97M-V functional and the def2-TZVPD basis.

Values from the calculation:
strongest force on any atom = 7.20 eV/A
E_HOMO (spin up / spin down) = 0.551 / 0.549 eV

```
! wB97M-V def2-TZVPD RIJCOSX def2/J DEFGRID3
* xyz -3 4
Rb 29.9753 -1.7987 7.7177
Cr 33.2219 -5.3248 10.7086
N 30.1322 -4.7963 9.7586
O 29.4452 -3.7598 9.6714
O 29.7281 -5.8251 9.2346
O 31.2395 -4.6768 10.2199
N 31.8676 -8.3316 9.9515
O 32.1187 -7.3071 10.5144
O 30.6828 -8.3654 9.4845
O 32.6014 -9.2827 9.7053
N 33.7592 -6.2458 7.5690
O 33.5559 -7.4909 7.4644
O 34.1518 -5.5619 6.6460
O 33.5507 -5.7539 8.6654
N 35.7750 -7.4772 10.6504
O 35.7311 -8.1517 9.6277
O 35.0207 -6.5651 10.8161
O 36.6053 -7.8653 11.4829
N 33.7632 -2.3556 9.5435
O 33.7580 -3.3988 10.1773
O 32.6456 -1.8467 9.3795
O 34.7317 -2.1065 8.8184
N 31.1830 -6.1074 5.7323
O 30.6516 -6.7286 6.6324
O 31.1575 -4.8797 5.8319
O 31.7900 -6.6807 4.8608
C 32.5844 -4.7192 13.8986
O 32.6315 -3.3303 13.4328
O 33.0176 -5.4434 12.8021
C 33.3360 -4.7897 15.2870
F 34.7200 -4.8846 15.1342
F 32.8774 -3.7509 16.0418
F 33.0616 -5.9347 15.9048
C 31.5816 -2.3697 13.7196
C 32.0983 -1.0476 12.9545
H 31.8316 -1.1893 11.9072
H 31.6070 -0.1418 13.3097
H 33.1872 -1.0148 12.9919
H 31.3470 -2.1948 14.7696
H 30.7533 -2.8281 13.1794
H 31.5487 -4.9220 14.1712
C 34.2225 2.5830 7.7255
C 32.8966 2.2707 8.3711
O 31.9656 2.8958 7.4995
C 32.5259 3.2865 6.3086
O 31.8753 3.8929 5.4483
O 33.9524 3.1066 6.3306
F 33.0112 2.7735 9.5623
H 34.8461 1.6989 7.8585
H 34.7565 3.2891 8.3614
H 32.6302 1.2212 8.4963
C 36.1756 -1.0807 11.9740
C 36.8592 -0.7386 10.7420
O 38.1780 -0.3683 11.0705
C 38.4234 -0.8329 12.2592
O 39.4941 -1.0108 12.7822
O 37.2934 -1.3236 12.8073
F 36.1935 0.2456 10.1489
H 35.4264 -1.8608 11.8391
H 35.7366 -0.1645 12.3691
H 36.6957 -1.5954 10.0884
C 34.7938 -0.4942 5.9060
C 34.7910 -1.5604 4.8571
O 33.3716 -1.8308 4.7274
C 32.6721 -0.6153 5.1629
O 31.4707 -0.3639 5.0962
O 33.5330 0.1957 5.6709
F 35.4044 -2.6726 5.4101
H 35.5343 0.2989 5.8022
H 34.6714 -0.8378 6.9332
H 35.3457 -1.1543 4.0113
C 40.1880 -3.9570 8.1714
C 38.7302 -3.7961 8.0495
C 37.9920 -3.9240 9.1810
C 38.5041 -4.3315 10.3667
C 39.9058 -4.6353 10.5256
C 40.6989 -4.3370 9.4483
C 40.6265 -5.0354 11.8740
O 41.8175 -5.2414 11.9955
C 39.6783 -5.2589 12.9534
C 40.1008 -5.8635 14.2208
C 39.1656 -6.0133 15.2146
C 37.7972 -5.6600 14.9892
C 37.3632 -5.3560 13.7837
C 38.2472 -4.9867 12.7777
C 37.6378 -4.3605 11.5803
O 36.4470 -3.9571 11.4952
H 40.7017 -3.5975 7.2920
H 38.2045 -3.5171 7.1483
H 36.9298 -3.8207 9.0154
H 41.7695 -4.2069 9.5055
H 41.1731 -5.9234 14.3344
H 39.4161 -6.4071 16.1885
H 37.0578 -5.7859 15.7662
H 36.3022 -5.2053 13.6496
*
```

Mulliken population analysis, charges in e, atoms 1 to 8: 0.90 1.53 0.63 -0.84 -0.46 -0.20 0.78 0.01

=====

Entry 2:
Computed, not measured: a structure of composition C27H23N4O2V at a distorted geometry, with the ωB97M-V functional and the def2-TZVPD basis.

Values from the calculation:
ΔE to the lowest compared entry with this formula, charge and spin = 0.0 kJ/mol
strongest force on any atom = 2.21 eV/A
E_HOMO (spin up / spin down) = -1.977 / -4.464 eV

```
! wB97M-V def2-TZVPD RIJCOSX def2/J DEFGRID3
* xyz -1 4
V -0.0527 -0.6040 0.0554
N 0.6961 -2.0434 3.9195
C 0.1854 -1.6460 2.7206
O 0.9400 -1.2685 1.8283
C -1.2905 -1.7484 2.4967
C -1.6677 -0.7125 1.4275
H 1.6755 -1.8679 4.0773
H 0.0973 -2.1130 4.7203
H -1.8416 -1.6637 3.4428
H -1.4604 -2.7547 2.1001
H -1.8370 0.2450 1.9407
H -2.6255 -0.9961 0.9793
C -1.0830 -4.8238 -0.4723
C -2.2280 -4.6774 -1.2501
C -2.6026 -3.4173 -1.6898
C -1.8292 -2.3047 -1.3551
C -0.6800 -2.4113 -0.5290
C -0.3374 -3.7043 -0.1167
C -2.0834 -0.9456 -1.8187
C -3.2083 -0.5123 -2.5084
C -3.3057 0.7916 -2.9599
C -2.1781 1.6511 -2.8315
C -2.1236 2.9337 -3.4046
C -0.9816 3.7039 -3.3283
C 0.1492 3.1999 -2.6883
C 0.1199 1.9475 -2.1023
C -1.0431 1.1617 -2.1243
N -1.0639 -0.0740 -1.4922
H -0.7822 -5.8158 -0.1486
H -2.8187 -5.5471 -1.5163
H -3.4935 -3.3116 -2.3014
H 0.5404 -3.8426 0.5130
H -4.0254 -1.2048 -2.6678
H -4.1957 1.1500 -3.4636
H -2.9995 3.3056 -3.9264
H -0.9567 4.6850 -3.7894
H 1.0602 3.7863 -2.6598
H 1.0042 1.5361 -1.6357
O 1.9893 -0.3238 -0.4748
C 2.9126 0.1864 0.2484
C 4.2627 -0.2529 0.1082
C 5.2807 0.2048 0.9084
C 5.0377 1.1561 1.9037
C 3.7574 1.6565 2.0279
C 2.7056 1.2287 1.2130
C 1.4229 1.9076 1.2814
N 0.2425 1.4673 0.8886
C -0.6553 2.4868 1.0588
C -0.0237 3.5727 1.5751
N 1.2955 3.1982 1.7116
H 4.4501 -1.0020 -0.6521
H 6.2863 -0.1771 0.7686
H 5.8288 1.4933 2.5613
H 3.5505 2.3919 2.8009
H -1.6922 2.3685 0.7911
H -0.3727 4.5532 1.8463
H 2.0480 3.7971 1.9922
*
```

Mulliken population analysis, charges in e, atoms 1 to 8: -0.52 -0.46 0.48 -0.54 -0.52 -1.21 0.27 0.22

=====

Entry 3:
Computed, not measured: a structure of composition C27H24BrCl2FeN3O2PS at a distorted geometry, with the ωB97M-V functional and the def2-TZVPD basis.

Values from the calculation:
ΔE to the lowest compared entry with this formula, charge and spin = 2323.0 kJ/mol
strongest force on any atom = 10.34 eV/A
E_HOMO (spin up / spin down) = -6.070 / -6.886 eV

```
! wB97M-V def2-TZVPD RIJCOSX def2/J DEFGRID3
* xyz 0 6
Fe 0.0548 0.9827 0.6807
O 5.6518 1.9980 2.9846
C 4.4013 1.8254 2.5262
C 3.4147 1.1281 3.2353
C 2.1545 0.9831 2.7025
N 1.8420 1.5197 1.4933
C 2.7994 2.1146 0.8461
Br -0.2361 3.0010 -0.6483
C 4.0762 2.3542 1.2842
H 5.7442 1.6211 3.8675
H 3.6285 0.7182 4.2150
H 1.3892 0.4921 3.2808
H 4.8061 2.8988 0.7016
S -2.9960 -1.8674 -3.1288
C -3.8516 -0.3792 -3.3683
C -4.6045 0.0296 -4.4668
C -5.1753 1.2853 -4.4257
C -5.0063 2.1177 -3.3093
C -4.2708 1.7082 -2.2192
C -3.6793 0.4441 -2.2473
N -2.8794 -0.0865 -1.2585
C -2.4632 -1.2616 -1.5823
C -1.5334 -1.9417 -0.6821
C -0.6062 -3.1674 -0.8414
C 0.6085 -3.5535 -0.1786
C 1.4830 -2.9376 0.8849
C 0.8768 -1.7998 1.2729
C -1.0856 -1.2993 0.3642
H -4.7297 -0.6159 -5.3261
H -5.7597 1.6302 -5.2685
H -5.4464 3.1061 -3.3124
H -4.1196 2.3441 -1.3570
H -0.9019 -3.8417 -1.6383
H 1.0012 -4.4931 -0.5550
H 2.3376 -3.4271 1.3177
H 0.6804 -0.2250 2.1521
Cl -0.1277 -0.6996 1.3814
C -0.9807 -0.6785 2.6512
C -1.2501 -1.5676 3.6898
C -2.2321 -1.3652 4.6262
C -2.9224 -0.1431 4.7003
C -2.5827 0.8954 3.8681
Cl -3.4317 2.4036 3.9457
C -1.5650 0.7721 2.9060
N -0.9963 1.7317 2.0874
H -0.6637 -2.4873 3.6790
H -2.4433 -2.1582 5.3292
H -3.7004 0.0086 5.4360
C 1.6584 -1.0076 -3.2551
P 2.1396 0.1100 -1.9288
C 2.6534 1.6359 -2.7188
C 3.5561 -0.6865 -1.1579
O 0.9344 0.2706 -1.0521
H 2.4724 -1.1817 -3.9596
H 0.8063 -0.5648 -3.7714
H 1.3449 -1.9473 -2.7978
H 3.3279 1.4048 -3.5452
H 3.1439 2.2975 -2.0064
H 1.7561 2.1330 -3.0867
H 4.2927 -0.9282 -1.9252
H 3.1917 -1.6022 -0.6905
H 4.0131 -0.0506 -0.4008
*
```

Mulliken population analysis, charges in e, atoms 1 to 8: -0.90 -0.54 1.24 -0.81 -0.55 0.41 0.07 -0.57

=====

Entry 4:
Computed, not measured: a structure of composition C27H24F3N4OS3Ti, with the ωB97M-V functional and the def2-TZVPD basis.

Values from the calculation:
ΔE to the lowest compared entry with this formula, charge and spin = 4.3 kJ/mol
strongest force on any atom = 0.73 eV/A
E_HOMO = -4.189 eV

```
! wB97M-V def2-TZVPD RIJCOSX def2/J DEFGRID3
* xyz -1 1
Ti 0.0809 -0.8439 0.2471
C -0.0758 2.3510 0.7280
C -0.7953 1.0634 0.4233
N -0.9360 0.1767 1.5024
N -2.1722 -0.4883 1.6944
C -2.0214 -1.7195 1.9934
S -0.4650 -2.5553 2.0437
S -3.4530 -2.7053 2.2896
C -4.7686 -1.5037 1.9316
C -5.0440 -0.5143 3.0258
C -5.6150 -0.9236 4.2263
C -5.8866 -0.0088 5.2291
C -5.5907 1.3349 5.0420
C -5.0230 1.7508 3.8478
C -4.7501 0.8320 2.8454
C -1.9101 1.0999 -0.5718
C -2.8313 2.1253 -0.7110
C -3.8845 2.0193 -1.6148
C -4.0163 0.8698 -2.3828
C -3.0954 -0.1636 -2.2670
C -2.0360 -0.0408 -1.3783
O -1.1015 -1.0037 -1.2499
H 0.7088 2.1606 1.4595
H -0.7548 3.1026 1.1473
H 0.3849 2.7663 -0.1708
H -5.6493 -2.1229 1.7460
H -4.4990 -0.9923 1.0094
H -5.8333 -1.9747 4.3783
H -6.3271 -0.3441 6.1600
H -5.7971 2.0522 5.8263
H -4.7801 2.7951 3.6977
H -4.2826 1.1461 1.9219
H -2.7334 3.0120 -0.0960
H -4.6014 2.8244 -1.7097
H -4.8388 0.7753 -3.0807
H -3.1824 -1.0630 -2.8648
F 8.8003 2.5254 -2.1495
C 8.5175 1.2022 -2.2105
F 8.7154 0.8423 -3.4961
F 9.4624 0.5809 -1.4806
C 7.1309 0.8947 -1.7409
C 6.0576 1.1118 -2.6010
C 4.7698 0.8690 -2.1677
C 4.5280 0.4049 -0.8676
C 5.6192 0.1936 -0.0152
C 6.9070 0.4373 -0.4462
C 3.2000 0.1353 -0.4286
C 2.0594 -0.1109 -0.0711
H 6.2348 1.4668 -3.6073
H 3.9303 1.0403 -2.8289
H 5.4354 -0.1745 0.9844
H 7.7426 0.2639 0.2181
C 1.6277 -1.5897 -3.2529
N 2.4669 -2.4645 -2.4652
C 2.1096 -3.0855 -1.3332
N 0.7986 -2.9116 -0.9335
S 3.1687 -4.0208 -0.4582
H 2.2306 -1.1826 -4.0613
H 1.2412 -0.7622 -2.6518
H 0.7868 -2.1311 -3.6958
H 3.4429 -2.5481 -2.6894
H 0.0981 -2.7029 -1.6389
H 0.4943 -3.5741 -0.2292
*
```

Mulliken population analysis, charges in e, atoms 1 to 8: 0.15 -2.06 1.30 -0.80 0.20 0.42 -0.52 -0.18

=====

Entry 5:
Computed, not measured: a structure of composition C27H24GeN3O3PdS at a distorted geometry, with the ωB97M-V functional and the def2-TZVPD basis.

Values from the calculation:
ΔE to the lowest compared entry with this formula, charge and spin = 73.4 kJ/mol
strongest force on any atom = 1.02 eV/A
E_HOMO = -4.435 eV

```
! wB97M-V def2-TZVPD RIJCOSX def2/J DEFGRID3
* xyz -1 1
Pd 0.3435 0.1926 0.2254
O -0.5505 1.8692 -0.7838
N -1.2628 1.5210 -1.8323
C -2.1601 2.4208 -2.2971
C -2.9053 2.1751 -3.4181
C -2.7275 0.9605 -4.0858
C -1.8236 0.0552 -3.5908
C -1.0709 0.3187 -2.4331
S 0.0822 -0.7892 -1.8054
H -2.2089 3.3172 -1.6990
H -3.6143 2.9191 -3.7506
H -3.3025 0.7275 -4.9725
H -1.6665 -0.9037 -4.0651
C 0.0637 -3.3475 0.9395
Ge 1.2590 -1.8038 0.9850
C 2.0230 -1.7989 2.8075
C 2.9710 -2.7790 3.1163
C 3.5523 -2.8557 4.3753
C 3.1951 -1.9427 5.3594
C 2.2575 -0.9620 5.0712
C 1.6786 -0.8934 3.8086
C 2.8200 -2.2907 -0.1324
C 2.8667 -3.5210 -0.7350
C 3.9617 -3.9192 -1.5455
C 5.0085 -3.0733 -1.7434
C 5.0063 -1.7809 -1.1542
C 6.0802 -0.8789 -1.3646
C 6.0630 0.3683 -0.8114
C 4.9624 0.7760 -0.0240
C 3.9190 -0.0760 0.1985
C 3.9094 -1.3851 -0.3537
H 0.6033 -4.2279 1.2993
H -0.3121 -3.5301 -0.0676
H -0.7868 -3.1637 1.5965
H 3.2776 -3.4895 2.3543
H 4.2891 -3.6225 4.5861
H 3.6505 -1.9953 6.3414
H 1.9756 -0.2391 5.8284
H 0.9498 -0.1217 3.5990
H 2.0516 -4.2230 -0.5982
H 3.9593 -4.9023 -2.0023
H 5.8528 -3.3649 -2.3592
H 6.9139 -1.1990 -1.9809
H 6.8854 1.0524 -0.9851
H 4.9303 1.7735 0.3957
H 3.0726 0.2739 0.7777
C -2.0674 1.6318 5.4433
N -1.1443 1.8691 4.3518
C -0.1180 2.7628 4.4631
C 0.7639 2.9517 3.4730
C 0.6381 2.1063 2.2898
O 1.5266 2.0553 1.4177
N -0.4371 1.2994 2.1645
C -1.3458 1.1387 3.1592
O -2.3273 0.4053 3.1074
H -1.7315 2.2084 6.3046
H -2.0927 0.5734 5.6994
H -3.0815 1.9298 5.1763
H -0.0672 3.2991 5.4033
H 1.5879 3.6417 3.5626
*
```

Mulliken population analysis, charges in e, atoms 1 to 8: -0.33 -0.80 0.52 -0.23 -0.70 -0.19 -0.86 0.77

=====

Entry 6:
Computed, not measured: a structure of composition C27H25AuF6N4PS3SeSi, with the ωB97M-V functional and the def2-TZVPD basis.

Values from the calculation:
ΔE to the lowest compared entry with this formula, charge and spin = 0.0 kJ/mol
strongest force on any atom = 0.40 eV/A
E_HOMO (spin up / spin down) = -12.610 / -12.611 eV

```
! wB97M-V def2-TZVPD RIJCOSX def2/J DEFGRID3
* xyz 2 2
Au 1.0922 0.8314 1.5068
S -3.7959 -2.1998 2.4242
C -4.9281 -3.3699 2.9367
C -4.3608 -4.5995 3.0617
C -2.9794 -4.5943 2.7437
C -2.5172 -3.3592 2.3847
C -1.1631 -2.9849 1.9819
C -0.7627 -1.6400 2.0280
N 0.4231 -1.2140 1.6465
C 1.3329 -2.1094 1.1937
C 1.0461 -3.4758 1.1351
C 2.0581 -4.3786 0.6563
C 3.2680 -3.9268 0.2686
C 3.5826 -2.5244 0.3130
C 4.8161 -1.9974 -0.0942
C 5.0643 -0.6386 -0.0337
C 4.0232 0.1798 0.4509
N 2.8567 -0.3035 0.8201
C 2.6112 -1.6311 0.7677
C 6.3331 -0.0376 -0.4356
C 6.5871 1.2777 -0.7274
C 7.9339 1.5112 -1.0913
C 8.6791 0.3711 -1.0675
S 7.7601 -0.9856 -0.6064
C -0.2304 -3.8982 1.5302
H -5.9554 -3.0901 3.1044
H -4.9068 -5.4780 3.3698
H -2.3562 -5.4754 2.8004
H -1.4511 -0.8916 2.3916
H 1.8267 -5.4350 0.6178
H 4.0259 -4.6137 -0.0845
H 5.5765 -2.6742 -0.4657
H 4.1592 1.2481 0.5533
H 5.8385 2.0574 -0.7096
H 8.3311 2.4774 -1.3620
H 9.7268 0.2575 -1.2946
H -0.4820 -4.9488 1.4580
S 1.3655 3.7448 3.2984
C -0.2434 3.1504 3.4603
N -1.0274 3.7354 4.4027
C -2.3045 3.3623 4.6158
C -2.8456 2.3843 3.8298
C -2.0058 1.8095 2.8765
N -0.7302 2.1519 2.7259
H -0.6379 4.5013 4.9433
H -2.8374 3.8846 5.3984
H -3.8721 2.0729 3.9433
H -2.3776 1.0467 2.2031
C -2.2996 2.3250 -4.6746
Si -1.1706 2.9288 -3.3521
C 0.6270 2.6560 -3.6632
C -1.6028 4.5674 -2.6147
Se 1.8865 3.1065 1.2524
H -2.1304 2.8442 -5.6195
H -3.3450 2.4646 -4.3967
H -2.1217 1.2618 -4.8418
H 0.9821 3.4046 -4.3775
H 0.8170 1.6716 -4.0907
H 1.2097 2.7722 -2.7476
H -1.5784 5.3813 -3.3393
H -0.8981 4.8089 -1.8158
H -2.6108 4.5206 -2.1978
F -1.4837 0.7790 0.1076
P -1.5452 0.0771 -1.3512
F -3.1001 0.3173 -1.3626
F -1.5905 -1.3774 -0.7763
F -1.5537 -0.3273 -2.8707
F 0.0460 0.1772 -1.3827
F -1.4639 1.8884 -1.9876
*
```

Mulliken population analysis, charges in e, atoms 1 to 8: 0.90 -0.02 -0.44 -0.64 -0.55 0.26 0.85 -0.55

=====

Entry 7:
Computed, not measured: a structure of composition C27H25BrIrN5O4S, with the ωB97M-V functional and the def2-TZVPD basis.

Values from the calculation:
ΔE to the lowest compared entry with this formula, charge and spin = 6.0 kJ/mol
strongest force on any atom = 0.47 eV/A
E_HOMO (spin up / spin down) = -10.385 / -10.298 eV

```
! wB97M-V def2-TZVPD RIJCOSX def2/J DEFGRID3
* xyz 1 2
Ir -0.1309 -1.1845 -0.8732
C 3.8147 -1.7676 0.7309
O 2.5986 -1.0338 0.7382
C 2.3459 -0.2217 1.7843
C 3.1902 -0.0237 2.8704
C 2.8378 0.8743 3.8700
Br 4.0189 1.1271 5.3187
C 1.6533 1.5776 3.8236
C 0.7906 1.3603 2.7522
C 1.1441 0.4754 1.7465
O 0.3055 0.3082 0.6455
C -0.4694 2.1321 2.6764
N -0.5780 3.3917 2.9378
C -1.9242 3.6971 2.7135
C -2.5914 4.9112 2.8533
C -3.9431 4.9333 2.5768
C -4.6259 3.7765 2.1663
C -3.9738 2.5686 2.0114
C -2.6120 2.5614 2.2914
N -1.6508 1.5518 2.2174
H 3.8600 -2.4575 1.5761
H 4.6779 -1.0995 0.7521
H 3.8063 -2.3252 -0.2012
H 4.1272 -0.5532 2.9432
H 1.3773 2.2884 4.5882
H -0.4389 0.9280 0.7342
H -2.0597 5.7960 3.1757
H -4.4943 5.8578 2.6827
H -5.6881 3.8327 1.9696
H -4.5028 1.6782 1.6975
H -1.8645 0.5733 2.3450
C 2.9144 -1.4462 -4.2597
C 2.3084 -0.6625 -3.1325
O 2.0969 -1.1447 -2.0238
N 1.9913 0.6286 -3.3921
C 1.4108 1.4712 -2.3642
C -0.0933 1.5063 -2.4654
C -0.7239 2.6032 -3.0365
C -2.0987 2.6174 -3.1794
C -2.8172 1.5146 -2.7510
C -2.1341 0.4591 -2.1821
N -0.7963 0.4474 -2.0237
H 3.3037 -2.3814 -3.8700
H 3.7102 -0.8884 -4.7527
H 2.1428 -1.6693 -4.9987
H 2.1554 1.0083 -4.3091
H 1.8045 2.4804 -2.4708
H 1.7186 1.0765 -1.3973
H -0.1232 3.4406 -3.3643
H -2.5983 3.4701 -3.6189
H -3.8924 1.4645 -2.8430
H -2.6542 -0.4199 -1.8300
O -0.0305 -2.6512 0.4872
N -0.2893 -3.9045 0.0556
C -0.1808 -4.8881 0.9814
C -0.4481 -6.1797 0.6439
C -0.8350 -6.4686 -0.6753
C -0.9330 -5.4565 -1.5890
C -0.6504 -4.1288 -1.2165
S -0.7437 -2.8056 -2.3079
H 0.1254 -4.5487 1.9587
H -0.3564 -6.9521 1.3920
H -1.0552 -7.4858 -0.9678
H -1.2291 -5.6405 -2.6118
*
```

Mulliken population analysis, charges in e, atoms 1 to 8: 1.71 -1.18 0.18 0.50 -0.66 -0.50 -0.18 -0.89

=====

Question: strongest force on any atom of number 3 (C27H24BrCl2FeN3O2PS)?
Answer: 10.34 eV/A